No. 1
This record from the Open Molecules 2025 dataset describes a 5-piece molecular cluster, C49H70N3O12SSi overall in a non-equilibrium geometry. The level of theory is wB97M-V/def2-TZVPD.

Geometry (Å):
C -1.1090 -1.4768 3.1672
C -1.1211 -0.9402 1.5825
N -0.1677 0.1634 1.4774
C -0.6998 1.5471 1.1431
C -2.1433 1.9440 1.7186
C -3.3207 2.4009 0.6195
C -4.3940 3.2221 1.6004
C -5.9661 2.9041 1.3490
C -6.4714 1.5748 2.2310
C -7.3231 0.4898 1.3475
N -8.4134 1.0783 0.4801
C -9.4253 1.8297 1.3661
C -9.1473 -0.0722 -0.2394
C -10.1996 0.2052 -1.5090
O -8.9797 -1.3727 0.0759
C -3.8975 1.0250 -0.0196
C -4.8479 1.1484 -1.3389
O -4.2294 0.6930 -2.6060
Si -5.4035 0.6019 -3.9130
C -6.2734 -1.1458 -3.7320
C -4.5692 0.5517 -5.6911
C -6.6691 2.0521 -3.9773
C -2.5234 3.4113 -0.3739
C -3.3817 4.2047 -1.5019
O -4.4635 5.0705 -1.0132
C -4.9146 6.0387 -2.0236
C -4.3058 7.5531 -1.7042
C -1.3900 2.5174 -1.1426
N -0.3430 1.8702 -0.2902
O 0.6994 2.7692 -0.3047
C 0.2485 0.6678 -1.0610
C 0.5618 1.0339 -2.6632
C 1.8481 0.1533 -3.2469
S 1.2792 -1.1988 -4.4673
H -1.0453 -0.4750 3.8120
H -2.1663 -1.9464 3.4279
H -0.2360 -2.2239 3.3897
H -2.2369 -0.7900 1.3110
H -0.7110 -1.8708 0.9576
H 0.4375 0.2012 2.3503
H 0.0632 2.2310 1.7754
H -2.0439 2.9110 2.4163
H -2.6918 1.1578 2.4130
H -4.1890 3.0020 2.7565
H -4.2207 4.3987 1.4951
H -6.3302 2.8847 0.2397
H -6.5677 3.8083 1.8504
H -7.0565 1.9505 3.2014
H -5.4893 1.0575 2.6015
H -6.6021 -0.2454 0.7438
H -7.8742 -0.2167 2.1365
H -9.8617 1.0881 2.1713
H -10.3072 2.1636 0.6625
H -8.9675 2.8069 1.8296
H -9.5595 0.7533 -2.3246
H -11.0784 0.8441 -1.0647
H -10.6207 -0.8411 -1.9005
H -2.9619 0.3691 -0.3688
H -4.4565 0.3269 0.7713
H -5.7723 0.4140 -1.1602
H -5.3111 2.1981 -1.5487
H -5.6666 -1.9367 -4.3492
H -6.2394 -1.4374 -2.5920
H -7.3845 -1.0222 -4.1345
H -4.5712 1.6262 -6.1593
H -3.4959 0.0836 -5.6694
H -5.2437 -0.1338 -6.3650
H -7.1452 2.1901 -2.8981
H -7.5180 1.7459 -4.7414
H -6.2228 3.0685 -4.3721
H -1.9340 4.1853 0.3169
H -2.6130 4.9350 -2.0536
H -3.7891 3.5078 -2.3820
H -4.5721 5.7540 -3.1064
H -6.1082 6.0475 -2.0108
H -4.7488 8.2558 -2.5433
H -3.1404 7.5440 -1.8185
H -4.6247 7.9096 -0.6348
H -1.9790 1.7877 -1.8697
H -0.8429 3.2872 -1.8755
H 1.5003 2.3821 0.1518
H 1.3300 0.3690 -0.6510
H -0.4913 -0.2475 -1.1055
H -0.3678 0.6852 -3.3140
H 0.7982 2.1655 -2.8375
H 2.5073 0.9178 -3.8524
H 2.5091 -0.2902 -2.3794
H 1.5326 -2.4141 -3.8115
C 5.0867 -0.2463 -4.1961
C 5.9945 -0.8792 -4.9455
C 7.3964 -0.4201 -5.0012
O 8.2276 -0.9976 -5.6884
C 7.7564 0.7638 -4.1958
C 6.8486 1.3967 -3.4463
C 5.4467 0.9376 -3.3907
O 4.6155 1.5151 -2.7035
H 4.0541 -0.5695 -4.1446
H 5.7463 -1.7494 -5.5413
H 8.7890 1.0870 -4.2472
H 7.0968 2.2668 -2.8505
C 10.1412 -2.0287 0.1804
C 9.1677 -1.1285 0.0130
C 8.3767 -1.0782 -1.2324
O 7.4867 -0.2532 -1.3872
C 8.7019 -2.0618 -2.2843
C 9.6754 -2.9620 -2.1169
C 10.4665 -3.0123 -0.8715
O 11.3564 -3.8373 -0.7166
H 10.7314 -2.0788 1.0873
H 8.9165 -0.4008 0.7754
H 8.1117 -2.0117 -3.1912
H 9.9266 -3.6897 -2.8793
C 4.7412 -2.8002 5.1947
C 3.7677 -1.8999 5.0273
C 2.9767 -1.8496 3.7819
O 2.0867 -1.0246 3.6270
C 3.3019 -2.8332 2.7300
C 4.2754 -3.7335 2.8974
C 5.0665 -3.7838 4.1428
O 5.9564 -4.6087 4.2977
H 5.3314 -2.8502 6.1016
H 3.5165 -1.1722 5.7897
H 2.7117 -2.7832 1.8231
H 4.5266 -4.4611 2.1350
C 9.4986 -6.3322 8.1276
C 9.7492 -7.6429 8.0527
C 9.3898 -8.4242 6.8528
O 9.6169 -9.6243 6.7842
C 8.7445 -7.7011 5.7390
C 8.4939 -6.3904 5.8140
C 8.8534 -5.6091 7.0138
O 8.6262 -4.4091 7.0824
H 9.7552 -5.7445 9.0005
H 10.2226 -8.1876 8.8608
H 8.4879 -8.2888 4.8661
H 8.0205 -5.8458 5.0058

Output
Frontier orbital gap   7.59 eV
LUMO   -3.7 eV
Net charge   +1

No. 2
This record from the Open Molecules 2025 dataset describes a 13-piece molecular cluster, C49H72F3O27S overall in a non-equilibrium geometry. The level of theory is wB97M-V/def2-TZVPD.

Geometry (Å):
C 15.1384 24.6621 6.6976
F 13.9852 24.8607 7.3094
F 15.7083 23.4697 7.0259
F 14.8060 24.5622 5.4368
S 16.4329 26.0829 7.0249
O 15.5452 27.2566 6.8839
O 16.9600 25.8520 8.3833
O 17.4808 25.8965 6.0277
O 8.9178 18.6553 6.1027
C 9.0797 19.1592 7.1862
O 9.4506 18.4573 8.2722
C 9.8764 19.2600 9.3296
C 9.7854 20.6614 8.8254
C 8.9018 20.6594 7.5979
H 10.8546 19.0616 9.7678
H 9.1511 19.2313 10.1427
H 10.7733 20.9095 8.4374
H 9.5238 21.3949 9.5880
H 9.2358 21.4700 6.9502
H 7.8770 20.8107 7.9370
O 19.2237 31.9679 13.4534
C 19.5892 31.9160 12.2693
O 18.7618 31.6304 11.2688
C 19.4371 31.3671 10.0258
C 20.9486 31.6026 10.3215
C 21.0268 32.0184 11.8141
H 19.1880 32.1116 9.2696
H 19.0812 30.3932 9.6898
H 21.3108 32.4034 9.6767
H 21.6441 30.7866 10.1253
H 21.4126 33.0281 11.9547
H 21.6556 31.3250 12.3727
O 14.5132 34.1890 2.1095
C 15.2124 33.9539 3.0316
O 14.7003 33.3395 4.1116
C 15.7103 32.7547 4.9740
C 17.0653 32.9390 4.2514
C 16.7453 34.0267 3.1499
H 15.4308 31.7288 5.2134
H 15.7762 33.4093 5.8431
H 17.2137 31.9204 3.8930
H 17.9454 33.1939 4.8417
H 17.2140 33.7581 2.2033
H 17.0123 35.0365 3.4617
O 22.9541 26.8368 11.3280
C 22.1820 27.0266 12.2025
O 22.6167 27.5016 13.4451
C 21.5466 27.4125 14.3854
C 20.4924 26.4879 13.7421
C 20.6982 26.7611 12.2371
H 21.1553 28.4039 14.6137
H 21.9122 26.9735 15.3138
H 19.4877 26.8266 13.9948
H 20.5982 25.4550 14.0738
H 20.0946 27.5870 11.8609
H 20.2838 25.8894 11.7305
O 15.0418 16.7451 7.5617
C 14.8608 17.1518 6.4203
O 14.2200 18.3397 6.1593
C 14.1964 18.6652 4.7513
C 14.5028 17.2619 4.0900
C 15.2545 16.4337 5.1633
H 14.9593 19.4362 4.6429
H 13.1793 19.0139 4.5725
H 15.2371 17.4551 3.3079
H 13.6239 16.8230 3.6178
H 16.3199 16.5640 4.9736
H 15.0349 15.3665 5.1304
O 20.3013 18.7036 7.3045
C 20.5390 19.7819 7.8446
O 19.8829 20.8687 7.5595
C 20.1801 21.9800 8.3356
C 21.5462 21.5606 8.9411
C 21.5200 20.0323 8.9995
H 19.4346 22.2290 9.0908
H 20.3062 22.9268 7.8106
H 21.8243 21.9944 9.9016
H 22.3068 21.8253 8.2065
H 21.0591 19.6358 9.9041
H 22.4589 19.5443 8.7380
O 6.3676 28.6049 4.6876
C 7.4290 28.1812 5.1536
O 8.0684 28.8904 6.0875
C 9.1190 28.1283 6.6212
C 9.0466 26.6788 6.1460
C 8.1035 26.7843 4.9388
H 9.1233 28.0417 7.7077
H 10.0537 28.5508 6.2526
H 8.5196 26.0248 6.8407
H 9.9864 26.1901 5.8889
H 7.3595 25.9907 4.8690
H 8.6609 26.8604 4.0052
O 13.8334 22.2033 11.5972
C 14.9250 21.8158 11.8306
O 15.7503 22.5784 12.5221
C 17.0034 21.9249 12.7401
C 16.8450 20.5204 12.1160
C 15.6292 20.5490 11.3429
H 17.2516 21.8584 13.7993
H 17.8846 22.3777 12.2857
H 16.8742 19.8571 12.9804
H 17.7695 20.3718 11.5579
H 14.9860 19.7072 11.5996
H 15.7147 20.6630 10.2623
O 26.2163 27.7934 5.0824
C 25.0329 27.5939 5.1214
O 24.5777 26.4845 5.5988
C 23.1797 26.4578 5.5469
C 22.7072 27.9040 5.5080
C 23.9135 28.4605 4.6699
H 22.8509 25.8732 6.4060
H 22.9665 25.9810 4.5902
H 22.6484 28.3453 6.5030
H 21.7593 28.0645 4.9944
H 24.1603 29.5145 4.7975
H 23.7982 28.2244 3.6120
O 13.5158 30.8539 11.9431
C 13.6917 29.8772 12.6421
O 13.5523 29.9420 13.9756
C 13.9641 28.7458 14.6321
C 14.0284 27.7229 13.5940
C 14.0629 28.4920 12.2919
H 13.2650 28.5294 15.4400
H 14.9167 28.9483 15.1216
H 13.1750 27.0453 13.5686
H 14.8738 27.0904 13.8647
H 13.3564 28.1408 11.5398
H 15.0586 28.5053 11.8486
O 13.4617 26.4962 -1.3569
C 12.9771 27.3434 -0.6129
O 12.7742 28.5470 -0.9938
C 12.3899 29.4944 -0.0112
C 12.6149 28.7504 1.3200
C 12.6624 27.3123 0.8829
H 11.3735 29.8558 -0.1669
H 13.0627 30.3425 -0.1383
H 11.7620 28.9166 1.9781
H 13.5453 29.1529 1.7207
H 11.6921 26.8478 1.0589
H 13.4093 26.7741 1.4664
O 19.0239 19.7623 1.4115
C 18.9040 20.9248 1.6604
O 17.7490 21.5388 1.8076
C 17.8557 22.9350 2.1800
C 19.2696 23.2236 1.8170
C 20.0028 21.9266 1.9214
H 17.6772 22.9818 3.2542
H 17.0645 23.4868 1.6724
H 19.6218 24.0988 2.3630
H 19.3464 23.6843 0.8322
H 20.2680 21.8458 2.9756
H 20.9231 21.8006 1.3510

Output
Frontier orbital gap   8.17 eV
LUMO   1.4 eV
Net charge   -1
Relative energy (zero: lowest compared OMol25 entry of this formula, charge and spin)   545.4 kJ/mol